{"formula": "C27H40F13N2O6S", "method": "ωB97M-V/def2-TZVPD", "total_energy_ha": -3309.90405, "lumo_ha": -0.1145, "gap_ha": 0.3142, "total_charge": 1, "mol_weight_g_mol": 767.666, "species": ["C", "C", "C", "N", "C", "C", "C", "C", "C", "F", "F", "C", "F", "F", "C", "F", "F", "C", "F", "F", "S", "F", "F", "F", "F", "F", "C", "C", "C", "C", "N", "H", "H", "H", "H", "H", "H", "H", "H", "H", "H", "H", "H", "H", "H", "H", "H", "H", "H", "H", "H", "H", "H", "O", "C", "O", "C", "C", "C", "H", "H", "H", "H", "H", "H", "O", "C", "O", "C", "C", "C", "H", "H", "H", "H", "H", "H", "O", "C", "O", "C", "C", "C", "H", "H", "H", "H", "H", "H"], "positions_angstrom": [[3.506, -5.039, 2.457], [3.831, -3.909, 1.792], [3.102, -2.594, 1.991], [3.589, -1.804, 3.223], [3.741, -0.331, 3.013], [2.587, 0.293, 2.244], [1.350, 0.561, 3.149], [0.627, 1.827, 2.683], [-0.854, 1.884, 3.006], [-1.263, 3.157, 2.754], [-1.078, 1.666, 4.324], [-1.719, 0.932, 2.092], [-2.603, 1.663, 1.402], [-0.884, 0.361, 1.186], [-2.491, -0.190, 2.850], [-3.421, 0.400, 3.596], [-1.602, -0.851, 3.623], [-3.054, -1.242, 1.830], [-2.024, -2.050, 1.532], [-3.401, -0.660, 0.691], [-4.488, -2.340, 2.442], [-4.988, -2.538, 0.948], [-3.626, -3.660, 2.290], [-3.967, -2.182, 3.931], [-5.382, -1.040, 2.564], [-5.689, -3.202, 2.963], [2.196, -0.498, 0.956], [2.159, 0.393, -0.284], [3.075, -1.746, 0.722], [4.454, -1.440, 0.111], [4.478, -1.520, -1.346], [3.396, -5.975, 1.914], [3.395, -5.100, 3.538], [4.626, -3.952, 1.053], [2.073, -2.878, 2.209], [4.483, -2.201, 3.511], [2.931, -1.968, 3.983], [4.667, -0.183, 2.458], [3.883, 0.167, 3.973], [2.971, 1.262, 1.908], [1.706, 0.676, 4.175], [0.723, -0.331, 3.094], [1.048, 2.674, 3.231], [0.789, 2.045, 1.630], [1.183, -0.886, 1.111], [1.419, 1.186, -0.177], [1.826, -0.213, -1.134], [3.148, 0.798, -0.503], [2.534, -2.366, -0.002], [5.222, -2.108, 0.520], [4.761, -0.432, 0.414], [3.550, -1.637, -1.733], [4.825, -0.657, -1.745], [0.409, -0.804, -3.435], [-0.746, -1.066, -3.250], [-1.737, -0.651, -4.063], [-3.024, -1.025, -3.526], [-2.731, -2.192, -2.591], [-1.330, -1.850, -2.091], [-3.438, -0.165, -2.999], [-3.690, -1.288, -4.339], [-3.468, -2.307, -1.797], [-2.699, -3.125, -3.156], [-1.355, -1.200, -1.213], [-0.732, -2.734, -1.885], [-5.808, 1.281, -6.195], [-6.235, 1.086, -5.100], [-5.632, 0.228, -4.227], [-6.420, 0.108, -3.030], [-7.273, 1.370, -2.981], [-7.484, 1.666, -4.465], [-7.024, -0.799, -3.104], [-5.751, 0.017, -2.175], [-8.193, 1.241, -2.415], [-6.707, 2.181, -2.522], [-8.351, 1.142, -4.870], [-7.561, 2.727, -4.680], [4.685, 2.064, -0.520], [4.574, 3.161, -1.005], [3.391, 3.632, -1.425], [3.561, 4.919, -2.061], [4.872, 5.459, -1.504], [5.667, 4.174, -1.271], [3.596, 4.763, -3.139], [2.703, 5.542, -1.824], [5.356, 6.171, -2.168], [4.692, 5.958, -0.551], [6.217, 3.862, -2.160], [6.344, 4.239, -0.424]], "mulliken_charge": [-0.762, -0.688, -0.197, 0.121, -2.078, 0.148, -0.400, -1.266, 0.737, -0.321, -0.314, 0.338, -0.321, -0.139, 0.723, -0.272, -0.277, 0.509, -0.271, -0.245, 1.458, -0.302, -0.291, -0.312, -0.293, -0.286, 1.943, -1.171, -0.516, -0.765, -0.691, 0.295, 0.255, 0.362, 0.403, 0.482, 0.472, 0.388, 0.639, 0.661, 0.442, 0.407, 0.599, 0.125, -0.474, 0.476, 0.084, -0.189, 0.917, 0.320, 0.103, 0.286, 0.355, -0.604, 0.414, -0.357, -0.258, -0.485, 0.441, 0.116, 0.322, 0.142, 0.376, -0.528, 0.402, -0.564, 0.400, -0.262, -0.044, -0.596, -0.404, 0.241, 0.043, 0.349, 0.280, 0.254, 0.299, -0.614, 0.462, -0.336, -0.477, -0.509, -0.536, 0.279, 0.322, 0.343, 0.271, 0.282, 0.328]}


{"formula": "C27H40N2O4", "method": "ωB97M-V/def2-TZVPD", "total_energy_ha": -1463.31480, "lumo_ha": 0.0217, "gap_ha": 0.3429, "smiles": "O=C(C1=C[C@H](C2CCCCC2)C[C@H](OCCCCO)O1)N1CCN(Cc2ccccc2)CC1", "mol_weight_g_mol": 456.627, "species": ["O", "C", "C", "C", "C", "C", "C", "C", "C", "C", "C", "C", "C", "O", "C", "C", "C", "C", "O", "O", "N", "C", "C", "N", "C", "C", "C", "C", "C", "C", "C", "C", "C", "H", "H", "H", "H", "H", "H", "H", "H", "H", "H", "H", "H", "H", "H", "H", "H", "H", "H", "H", "H", "H", "H", "H", "H", "H", "H", "H", "H", "H", "H", "H", "H", "H", "H", "H", "H", "H", "H", "H", "H"], "positions_angstrom": [[-0.282, -1.387, -1.700], [-0.481, -1.378, -0.490], [0.499, -0.700, 0.416], [1.052, 0.463, 0.075], [2.052, 1.196, 0.914], [3.389, 1.469, 0.179], [3.227, 1.917, -1.278], [2.600, 3.303, -1.392], [3.464, 4.331, -0.669], [3.646, 3.936, 0.792], [4.228, 2.528, 0.909], [2.277, 0.423, 2.224], [2.131, -1.087, 2.027], [3.118, -1.554, 1.164], [3.149, -2.971, 1.050], [3.832, -3.407, -0.244], [2.992, -3.149, -1.498], [3.113, -1.701, -1.984], [2.246, -1.396, -3.044], [0.841, -1.409, 1.552], [-1.539, -1.998, 0.064], [-2.020, -1.830, 1.413], [-3.323, -1.024, 1.393], [-4.298, -1.720, 0.577], [-5.650, -1.188, 0.686], [-5.805, 0.231, 0.195], [-6.093, 0.491, -1.140], [-6.170, 1.792, -1.606], [-5.960, 2.853, -0.742], [-5.680, 2.606, 0.591], [-5.603, 1.304, 1.055], [-3.817, -1.837, -0.786], [-2.517, -2.641, -0.789], [0.720, 0.924, -0.841], [1.607, 2.165, 1.165], [3.945, 0.527, 0.186], [2.647, 1.192, -1.848], [4.222, 1.950, -1.728], [1.597, 3.301, -0.963], [2.508, 3.574, -2.446], [3.008, 5.322, -0.733], [4.442, 4.382, -1.153], [2.683, 3.988, 1.305], [4.314, 4.643, 1.288], [4.343, 2.273, 1.964], [5.227, 2.529, 0.466], [3.267, 0.617, 2.632], [1.532, 0.717, 2.966], [2.191, -1.607, 3.001], [2.125, -3.362, 1.073], [3.693, -3.376, 1.918], [4.788, -2.889, -0.330], [4.029, -4.477, -0.154], [1.941, -3.364, -1.291], [3.313, -3.817, -2.300], [4.125, -1.523, -2.362], [2.938, -1.033, -1.135], [1.332, -1.414, -2.709], [-1.274, -1.329, 2.025], [-2.220, -2.821, 1.832], [-3.710, -0.944, 2.411], [-3.110, -0.008, 1.014], [-5.935, -1.251, 1.740], [-6.302, -1.854, 0.113], [-6.267, -0.332, -1.819], [-6.396, 1.977, -2.646], [-6.019, 3.868, -1.105], [-5.522, 3.429, 1.273], [-5.393, 1.119, 2.099], [-4.567, -2.364, -1.379], [-3.629, -0.852, -1.248], [-2.105, -2.701, -1.797], [-2.707, -3.646, -0.400]], "mulliken_charge": [-0.829, 0.816, 0.337, -1.612, 0.936, 0.412, -1.033, -0.786, -0.844, -0.575, -1.198, -1.468, -0.305, -0.158, -0.521, -0.972, -0.313, -0.478, -0.635, -0.559, 0.208, -0.784, -0.569, 0.082, -1.771, 0.888, -0.224, -0.687, -0.406, -0.709, -0.192, -0.454, -1.309, 0.661, 0.990, 0.285, 0.214, 0.673, 0.209, 0.479, 0.389, 0.315, 0.291, 0.406, 0.277, 0.468, 0.420, 0.336, 0.412, 0.403, 0.389, 0.314, 0.419, 0.073, 0.354, 0.505, -0.031, 0.529, 0.409, 0.243, 0.386, 0.334, 0.525, 0.526, 0.374, 0.379, 0.380, 0.383, 0.371, 0.424, 0.325, 0.465, 0.408]}


{"formula": "C27H40N4O4S", "method": "ωB97M-V/def2-TZVPD", "total_energy_ha": -1971.07029, "lumo_ha": -0.0078, "gap_ha": 0.2993, "smiles": "C[C@H]1CCCN(CCCNC(=O)c2cn(C)c3ccc(S(=O)(=O)N(C)C4CCCCC4)cc3c2=O)C1", "mol_weight_g_mol": 516.708, "species": ["C", "C", "C", "C", "C", "N", "C", "C", "C", "N", "C", "O", "C", "C", "N", "C", "C", "C", "C", "C", "S", "O", "O", "N", "C", "C", "C", "C", "C", "C", "C", "C", "C", "C", "O", "C", "H", "H", "H", "H", "H", "H", "H", "H", "H", "H", "H", "H", "H", "H", "H", "H", "H", "H", "H", "H", "H", "H", "H", "H", "H", "H", "H", "H", "H", "H", "H", "H", "H", "H", "H", "H", "H", "H", "H", "H"], "positions_angstrom": [[-5.557, -3.099, -1.412], [-4.840, -2.379, -0.274], [-3.474, -3.002, 0.011], [-2.783, -2.217, 1.120], [-2.694, -0.746, 0.733], [-4.025, -0.212, 0.512], [-4.014, 1.236, 0.380], [-4.087, 1.905, 1.758], [-3.505, 3.317, 1.743], [-2.090, 3.272, 1.466], [-1.511, 3.941, 0.461], [-2.077, 4.769, -0.237], [-0.063, 3.613, 0.246], [0.604, 4.406, -0.635], [1.893, 4.255, -0.995], [2.490, 5.182, -1.929], [2.624, 3.214, -0.470], [3.961, 2.992, -0.836], [4.660, 1.927, -0.313], [4.052, 1.075, 0.600], [4.941, -0.374, 1.179], [6.345, -0.122, 1.040], [4.422, -0.742, 2.461], [4.537, -1.569, 0.102], [5.208, -1.529, -1.171], [3.189, -2.094, 0.195], [3.181, -3.625, 0.157], [1.771, -4.135, 0.445], [0.777, -3.575, -0.569], [0.815, -2.050, -0.575], [2.228, -1.553, -0.868], [2.754, 1.286, 0.991], [2.015, 2.345, 0.458], [0.614, 2.502, 0.881], [0.102, 1.727, 1.689], [-4.660, -0.894, -0.598], [-4.980, -3.026, -2.332], [-5.688, -4.152, -1.173], [-6.537, -2.661, -1.586], [-5.447, -2.449, 0.634], [-2.865, -2.969, -0.896], [-3.591, -4.049, 0.300], [-1.782, -2.611, 1.304], [-3.363, -2.303, 2.040], [-2.070, -0.642, -0.177], [-2.208, -0.182, 1.530], [-4.876, 1.547, -0.214], [-3.110, 1.579, -0.151], [-5.122, 1.939, 2.094], [-3.528, 1.302, 2.475], [-3.970, 3.931, 0.968], [-3.670, 3.795, 2.716], [-1.538, 2.550, 1.926], [0.055, 5.221, -1.089], [1.750, 5.926, -2.215], [2.825, 4.661, -2.828], [3.340, 5.692, -1.473], [4.454, 3.648, -1.534], [5.688, 1.744, -0.583], [4.730, -0.843, -1.881], [5.241, -2.528, -1.602], [6.224, -1.192, -0.978], [2.845, -1.782, 1.185], [3.883, -4.004, 0.900], [3.502, -3.974, -0.827], [1.477, -3.825, 1.450], [1.759, -5.226, 0.413], [-0.231, -3.921, -0.331], [1.030, -3.946, -1.566], [0.493, -1.668, 0.396], [0.126, -1.665, -1.330], [2.246, -0.461, -0.875], [2.536, -1.908, -1.854], [2.285, 0.641, 1.718], [-4.072, -0.795, -1.531], [-5.640, -0.441, -0.766]], "mulliken_charge": [-1.730, 0.840, -0.977, -0.900, -0.590, 0.322, -0.699, -0.763, -1.006, -0.083, 0.349, -0.761, -0.692, 0.025, 0.147, -1.188, 0.309, -0.784, -1.035, -0.116, 1.237, -0.738, -0.701, 0.157, -1.047, -0.033, -1.140, -0.706, -0.787, -0.229, -0.768, -0.298, 0.298, 1.608, -0.909, -1.011, 0.351, 0.416, 0.438, 0.266, 0.269, 0.400, 0.259, 0.408, 0.395, 0.196, 0.570, 0.219, 0.328, 0.368, 0.470, 0.342, 0.248, 0.426, 0.319, 0.377, 0.375, 0.441, 0.543, 0.332, 0.323, 0.422, 0.309, 0.329, 0.317, 0.336, 0.425, 0.187, 0.399, 0.233, 0.433, 0.156, 0.490, 0.583, 0.258, 0.441]}


{"formula": "C27H41AlCl3N3O3Si", "method": "ωB97M-V/def2-TZVPD", "total_energy_ha": -3356.22490, "lumo_ha": -0.0079, "gap_ha": 0.2757, "mol_weight_g_mol": 617.070, "species": ["C", "C", "H", "H", "H", "C", "C", "H", "H", "H", "H", "Al", "Cl", "Cl", "H", "H", "C", "C", "N", "H", "C", "O", "H", "H", "H", "H", "H", "H", "C", "C", "N", "H", "C", "O", "H", "H", "H", "H", "O", "C", "C", "C", "H", "C", "H", "C", "H", "C", "C", "H", "H", "H", "Si", "Cl", "C", "C", "C", "H", "H", "H", "H", "H", "H", "H", "H", "H", "N", "C", "C", "C", "C", "C", "C", "C", "H", "H", "H", "H", "H"], "positions_angstrom": [[2.478, -3.148, 0.112], [3.112, -1.934, -0.484], [2.714, -4.038, -0.477], [1.383, -3.027, 0.171], [2.838, -3.321, 1.141], [4.032, -1.920, -1.459], [4.587, -3.126, -2.136], [4.464, -0.967, -1.778], [4.073, -4.052, -1.854], [5.657, -3.238, -1.910], [4.502, -3.000, -3.224], [-0.300, 0.030, 0.286], [0.461, 0.099, 2.400], [-1.122, -2.034, 0.235], [-4.307, 3.236, 1.720], [-4.549, 1.903, 3.887], [-4.187, 2.296, 1.168], [-4.415, 0.992, 3.297], [-3.676, 1.270, 2.077], [-3.480, 2.427, 0.347], [-2.578, 0.590, 1.785], [-1.945, 0.811, 0.711], [-3.833, 0.270, 3.872], [-2.218, -0.161, 2.505], [-5.163, 1.986, 0.774], [-5.397, 0.563, 3.073], [0.858, -2.461, -2.496], [2.250, -0.499, -3.707], [-0.039, -2.047, -2.981], [1.277, -0.335, -4.199], [0.170, -0.634, -3.303], [-0.896, -2.144, -2.308], [-0.374, 0.364, -2.591], [-1.012, 0.217, -1.524], [1.198, 0.714, -4.508], [-0.202, 1.390, -2.977], [-0.205, -2.593, -3.919], [1.216, -0.985, -5.076], [1.285, -0.461, -0.475], [2.537, -0.624, 0.036], [3.163, 1.441, -1.319], [3.390, 0.628, -0.216], [2.269, 1.271, -1.921], [4.083, 2.448, -1.631], [2.501, -0.756, 1.129], [4.395, 0.941, 0.700], [3.923, 3.040, -2.533], [5.185, 2.669, -0.798], [5.322, 1.936, 0.391], [4.419, 0.354, 1.620], [5.928, 3.426, -1.063], [6.149, 2.128, 1.078], [-3.688, -4.786, 1.264], [-1.817, -5.273, 0.439], [-4.781, -4.433, -0.227], [-3.228, -3.537, 2.589], [-4.643, -6.202, 2.053], [-4.254, -3.896, -1.029], [-5.669, -3.861, 0.082], [-5.128, -5.400, -0.633], [-4.953, -6.949, 1.308], [-5.548, -5.744, 2.478], [-4.092, -6.707, 2.853], [-2.536, -2.760, 2.221], [-2.711, -4.075, 3.400], [-4.117, -3.055, 3.023], [0.266, 2.137, 0.087], [0.366, 3.297, 0.198], [0.428, 4.709, 0.429], [0.779, 5.176, 1.704], [0.745, 6.544, 1.984], [0.366, 7.456, 0.996], [0.076, 6.997, -0.292], [0.105, 5.629, -0.579], [1.071, 4.443, 2.460], [1.020, 6.883, 2.981], [0.316, 8.520, 1.222], [-0.174, 7.700, -1.084], [-0.122, 5.251, -1.578]], "mulliken_charge": [-1.340, 0.439, 0.383, 0.026, 0.269, 0.173, -1.516, 0.377, 0.351, 0.306, 0.301, 0.454, -0.499, -0.312, 0.337, 0.331, -0.855, -0.922, 0.288, 0.188, 0.503, -0.683, 0.276, 0.139, 0.322, 0.322, 0.159, 0.184, -0.814, -0.813, 0.324, 0.207, -0.120, -0.271, 0.330, 0.397, 0.437, 0.318, -0.196, -0.209, 0.573, -0.333, 0.362, -0.928, 0.498, -0.358, 0.399, -0.518, -0.717, 0.437, 0.384, 0.403, 0.654, -0.317, -0.961, -0.480, -1.002, 0.232, 0.317, 0.280, 0.264, 0.296, 0.295, -0.173, 0.289, 0.314, -0.371, 0.702, 0.103, -0.414, -0.552, -0.368, -0.554, -0.409, 0.473, 0.386, 0.390, 0.383, 0.427]}